# 1
Below is C46H41BiN4O2S as an isolated structure in a non-equilibrium geometry, with properties calculated with ωB97M-V with the def2-TZVPD basis set.

Values from the calculation:
Total charge: 0
Strongest force on any atom, hartree/bohr: 0.0741
E, eV: -75097.211
Energy relative to the best compared isomer or geometry (same formula, charge and spin), eV: 1.734

Each line ends with the Löwdin charge.
Geometry (Å):
Bi (-0.58883, -0.76594, 0.42115)  1.8692
O (-0.11836, 0.32736, -1.29905)  -0.4591
C (-0.51027, 0.01763, -2.69832)  -0.3814
C (-0.32888, -1.49409, -2.95478)  -0.0622
C (0.93149, -2.13635, -2.50547)  -0.2846
C (2.03882, -2.43456, -3.28405)  -0.0061
C (3.06915, -3.07563, -2.66037)  -0.0454
C (3.03833, -3.43759, -1.30213)  -0.0140
C (1.95893, -3.07708, -0.59781)  -0.2489
C (1.76129, -3.17101, 0.89385)  -0.0472
C (1.98517, -1.82995, 1.68124)  -0.5121
O (1.52305, -0.73913, 0.97707)  -0.3493
C (3.46152, -1.58203, 1.73601)  -0.1806
C (4.09846, -0.65605, 0.91815)  -0.0235
C (5.48534, -0.58490, 0.82025)  -0.0797
C (6.26586, -1.46602, 1.57410)  -0.0954
C (5.64645, -2.41310, 2.41899)  -0.0747
C (4.26047, -2.47841, 2.46338)  -0.0378
C (1.19904, -1.75406, 3.03107)  -0.1203
C (1.65208, -0.79388, 3.97052)  -0.0213
C (1.01290, -0.70628, 5.19439)  -0.0814
C (-0.23893, -1.31915, 5.40253)  -0.0965
C (-0.76791, -2.19765, 4.47079)  -0.0952
C (-0.05058, -2.39164, 3.28717)  -0.0836
N (0.92888, -2.44953, -1.23222)  0.0927
C (0.37594, 1.05132, -3.43005)  -0.1505
C (1.53476, 1.50562, -2.81164)  -0.0334
C (2.31730, 2.48841, -3.40438)  -0.0543
C (1.86362, 2.95974, -4.67023)  -0.0825
C (0.77553, 2.38258, -5.31273)  -0.0871
C (0.00652, 1.40284, -4.73654)  -0.0152
C (-1.93950, 0.55940, -2.98885)  -0.1726
C (-2.18809, 1.85253, -2.47049)  -0.0304
C (-3.31136, 2.55661, -2.84111)  -0.0759
C (-4.15847, 2.00893, -3.80221)  -0.0973
C (-3.96859, 0.70567, -4.27738)  -0.0933
C (-2.89494, -0.07652, -3.77885)  -0.0728
H (-0.33336, -1.68914, -4.01427)  0.1190
H (-1.17793, -2.02780, -2.38613)  0.1446
H (2.06272, -2.20656, -4.33869)  0.1174
H (3.99927, -3.34199, -3.18305)  0.1166
H (3.95265, -3.86881, -0.83849)  0.1360
H (2.39729, -3.95551, 1.26663)  0.1170
H (0.73081, -3.49540, 1.08543)  0.0974
H (3.45188, -0.01846, 0.25718)  0.1289
H (6.03524, 0.11975, 0.10526)  0.1251
H (7.32981, -1.56173, 1.52599)  0.0860
H (6.22584, -3.13350, 2.97350)  0.0952
H (3.78173, -3.18338, 3.09450)  0.1082
H (2.54126, -0.22211, 3.76960)  0.1211
H (1.38166, -0.09560, 6.04332)  0.1136
H (-0.74955, -1.18958, 6.38979)  0.1137
H (-1.71839, -2.67469, 4.62049)  0.1019
H (-0.44780, -3.07361, 2.56872)  0.0764
H (1.76795, 1.11103, -1.78809)  0.1242
H (3.09882, 2.99292, -2.84090)  0.1013
H (2.45317, 3.76448, -5.07690)  0.0910
H (0.58999, 2.72500, -6.32084)  0.1009
H (-0.78695, 0.99024, -5.23107)  0.0897
H (-1.49798, 2.35923, -1.75592)  0.1347
H (-3.38360, 3.60173, -2.50254)  0.1154
H (-5.10806, 2.42626, -4.06472)  0.0907
H (-4.60250, 0.28317, -5.07753)  0.1073
H (-2.79576, -1.08210, -4.20498)  0.1111
C (-4.91101, 1.74143, 2.44725)  -0.0902
C (-4.38057, 0.44213, 2.56139)  -0.1154
C (-3.00003, 0.23404, 2.39144)  -0.1099
C (-2.20695, 1.26869, 1.89337)  -0.3945
C (-2.75067, 2.55621, 1.64540)  -0.0190
C (-4.07878, 2.80364, 1.96751)  -0.0712
N (-0.89425, 1.03847, 1.61695)  -0.1884
C (0.04268, 2.05598, 1.97235)  -0.2920
C (0.78029, 2.80229, 1.03183)  -0.0346
C (1.66237, 3.78519, 1.46826)  -0.0907
C (1.90234, 3.99989, 2.86551)  -0.0630
C (1.15931, 3.18084, 3.81520)  -0.0797
C (0.19544, 2.33754, 3.33578)  -0.0568
H (-5.92508, 1.84837, 2.86605)  0.0975
H (-4.97479, -0.40434, 2.89803)  0.1033
H (-2.47429, -0.70350, 2.72905)  0.0890
H (-2.11644, 3.37076, 1.42755)  0.0988
H (-4.36393, 3.81997, 1.79881)  0.0887
H (0.64612, 2.77685, -0.02987)  0.0887
H (2.12417, 4.42574, 0.71742)  0.0946
H (2.68920, 4.68978, 3.20892)  0.0915
H (1.37392, 3.39008, 4.84394)  0.0873
H (-0.55457, 1.78925, 3.99781)  0.1419
N (-4.52300, -2.39692, -2.11087)  0.0821
C (-4.20103, -1.95336, -0.86834)  -1.0812
N (-4.40740, -0.66387, -0.73007)  0.1170
S (-3.62962, -2.88507, 0.32683)  0.5778
H (-5.04912, -1.92582, -2.80876)  0.0840
H (-4.64666, -3.38707, -2.25112)  0.0901
H (-4.66736, -0.08933, -1.51118)  0.0969
H (-4.14468, -0.28978, 0.20528)  0.0762



# 2
Below is one molecule with the formula C2H5NOS in a non-equilibrium geometry, with properties calculated with ωB97M-V with the def2-TZVPD basis set.

Values from the calculation:
Total charge: 0
Strongest force on any atom, hartree/bohr: 0.1021
E, eV: -16526.882
Energy relative to the best compared isomer or geometry (same formula, charge and spin), eV: 1.499

Each line ends with the Löwdin charge.
Geometry (Å):
N (-1.23175, -0.50494, 0.48630)  0.1048
C (-0.34063, 0.44641, 0.67129)  -0.8721
S (-0.54191, 1.70876, 1.81316)  0.5539
C (0.86738, 0.20784, -0.12429)  -0.2668
O (0.44603, -0.04068, -1.46378)  -0.0567
H (-1.01178, -1.18500, -0.29908)  0.1544
H (-2.09476, -0.37594, 0.82034)  0.0489
H (1.69560, 1.05360, -0.21216)  0.1622
H (1.23868, -0.75780, 0.29327)  0.1336
H (0.97313, -0.55224, -1.98505)  0.0379



# 3
Below is C3H2O2 as an isolated structure in a non-equilibrium geometry, with properties calculated with ωB97M-V with the def2-TZVPD basis set.

Values from the calculation:
Total charge: 0
Strongest force on any atom, hartree/bohr: 0.1239
E, eV: -7230.704
Energy relative to the best compared isomer or geometry (same formula, charge and spin), eV: 6.198

Each line ends with the Löwdin charge.
Geometry (Å):
C (0.31066, -0.11623, -0.80701)  0.0459
C (1.45854, 0.19162, -0.10071)  -0.5381
C (-1.39433, 0.16092, 0.24894)  0.1473
O (2.35743, 0.85481, 0.26003)  0.1750
O (1.03848, -1.08684, -0.10594)  0.0929
H (-1.69705, -0.82627, 0.88289)  0.0683
H (-2.07373, 0.82199, -0.37820)  0.0088



# 4
Below is C25H18BF5N8OSeTc as an isolated structure, with properties calculated with ωB97M-V with the def2-TZVPD basis set.

Values from the calculation:
<S²>: 3.787
Spin multiplicity: 4
Total charge: 0
Strongest force on any atom, hartree/bohr: 0.0048
E, eV: -121995.517
Energy relative to the best compared isomer or geometry (same formula, charge and spin), eV: 0.000

Each line ends with the Löwdin spin population.
Geometry (Å):
Tc (-0.50414, 0.94526, 0.03211)  2.3931
O (2.52687, -1.06155, 1.85861)  0.0553
C (1.46343, -0.61729, 1.46663)  0.0208
N (1.19586, -0.11143, 0.23056)  0.0806
C (2.28774, -0.19301, -0.74088)  0.0146
C (1.85196, -0.77150, -2.06393)  0.0020
C (2.00344, -0.06727, -3.24835)  -0.0003
C (1.58799, -0.65095, -4.43420)  0.0008
C (1.06016, -1.92986, -4.39474)  -0.0003
C (0.97468, -2.56643, -3.16415)  0.0007
N (1.35420, -2.00920, -2.01939)  0.0002
C (0.27897, -0.58816, 2.39424)  0.0093
C (0.34151, -1.15784, 3.64835)  -0.0027
C (-0.79940, -1.14617, 4.43330)  0.0108
C (-1.95587, -0.56263, 3.93983)  -0.0023
C (-1.93793, 0.00393, 2.67941)  0.0100
N (-0.83600, -0.01446, 1.92553)  -0.0036
H (3.05289, -0.84616, -0.32005)  0.0006
H (2.73820, 0.79368, -0.88825)  0.0023
H (2.40954, 0.93459, -3.23740)  0.0003
H (1.66992, -0.11020, -5.36808)  0.0004
H (0.72597, -2.43127, -5.29279)  0.0000
H (0.58386, -3.57687, -3.09699)  0.0001
H (1.27572, -1.59838, 3.96477)  -0.0002
H (-0.78946, -1.59048, 5.41971)  0.0006
H (-2.86685, -0.53862, 4.52001)  -0.0003
H (-2.81180, 0.47854, 2.25607)  0.0002
B (-1.62196, 4.05778, 1.52464)  0.0001
N (-0.26675, 3.44158, 1.96719)  0.0014
C (0.56946, 4.04437, 2.81615)  0.0114
C (1.82996, 3.48515, 2.68437)  0.0054
C (1.67249, 2.51986, 1.69970)  0.0099
N (0.40294, 2.50412, 1.27055)  0.0039
N (-2.64329, 2.94480, 1.11287)  0.0034
C (-3.95694, 3.09202, 1.28664)  0.0184
C (-4.62600, 2.09951, 0.58505)  0.0069
C (-3.61470, 1.36590, -0.01104)  0.0160
N (-2.41620, 1.88553, 0.30678)  0.0150
H (-2.09412, 4.60992, 2.48468)  0.0001
H (-1.44955, 4.80210, 0.59210)  0.0001
H (0.21368, 4.84718, 3.43926)  0.0005
H (2.72545, 3.73917, 3.22220)  0.0003
H (2.39735, 1.83249, 1.29883)  0.0002
H (-4.32542, 3.90751, 1.88500)  0.0010
H (-5.68664, 1.93999, 0.51221)  0.0003
H (-3.68151, 0.48525, -0.62327)  0.0002
F (-0.80468, -2.32076, 0.47428)  0.0074
C (-1.37127, -1.95476, -0.68686)  0.0187
C (-1.42703, -0.61902, -1.06723)  -0.0137
C (-2.04003, -0.39435, -2.29728)  0.0191
F (-2.20845, 0.85451, -2.75988)  0.0059
C (-2.54526, -1.40267, -3.09965)  -0.0046
F (-3.12205, -1.12482, -4.27021)  -0.0032
C (-2.45654, -2.71462, -2.67352)  0.0213
F (-2.92694, -3.70147, -3.43362)  0.0070
C (-1.86992, -2.99172, -1.45412)  -0.0048
F (-1.76659, -4.25797, -1.04333)  -0.0033
Se (0.75315, 3.43099, -3.96665)  0.1763
C (0.31137, 2.55060, -2.53344)  0.0726
N (0.01843, 1.94977, -1.56310)  0.0140



- Which value of E does entry 3 give?
  -7230.704 eV